Record 1
# C4H7NO

C4H7NO in the gas phase at a distorted geometry (ωB97M-V/def2-TZVPD, the Open Molecules 2025 dataset).

Bonds (Å) are listed after each position.
Element x y z (Å)
1 C 1.468 -0.190 -0.016  C3 1.381, N5 1.283, H7 1.107
2 C -0.910 0.721 -0.226  C3 1.489, C4 1.507, H8 1.076, H9 1.109
3 C 0.303 0.018 -0.728  C1 1.381, C2 1.489, H10 1.084
4 C -1.057 -0.334 0.839  C2 1.507, O6 1.336, H11 1.195
5 N 2.475 -0.619 -0.684  C1 1.283, H12 0.979
6 O -1.849 -1.409 0.768  C4 1.336, H13 0.922
7 H 1.610 0.154 1.027  C1 1.107
8 H -0.802 1.686 0.239  C2 1.076
9 H -1.739 0.702 -0.963  C2 1.109
10 H 0.238 -0.491 -1.682  C3 1.084
11 H -0.193 -0.356 1.663  C4 1.195
12 H 3.219 -1.006 -0.179  N5 0.979
13 H -2.515 -1.315 0.137  O6 0.922

Properties
Frontier orbital gap (Ha): 0.2841
HOMO level (eV): -7.24
F_max (hartree/bohr): 0.068
ΔE to the lowest compared entry with this formula, charge and spin (eV): 4.5253
2S+1: 1

Record 2
# C21H37Cl16N

9 unconnected molecules or ions with the total composition C21H37Cl16N at a distorted geometry (ωB97M-V/def2-TZVPD, the Open Molecules 2025 dataset).

Bonds (Å) are listed after each position.
Element x y z (Å)
1 Cl 0.598 8.907 6.043  C2 1.842
2 C 0.839 7.684 4.687  Cl1 1.842, C3 1.523, H5 1.090, H6 1.090
3 C 1.333 6.354 5.241  C2 1.523, Cl4 1.811, H7 1.090, H8 1.090
4 Cl 2.675 6.360 6.457  C3 1.811
5 H 1.608 8.108 4.042  C2 1.090
6 H -0.073 7.701 4.091  C2 1.090
7 H 1.811 5.756 4.464  C3 1.090
8 H 0.619 5.692 5.730  C3 1.090
9 Cl 1.773 1.807 -7.231  C10 1.757
10 C 0.775 0.704 -6.295  Cl9 1.757, C11 1.543, H13 1.090, H14 1.090
11 C 1.198 0.723 -4.811  C10 1.543, Cl12 1.811, H15 1.090, H16 1.090
12 Cl 2.798 -0.104 -4.620  C11 1.811
13 H 0.952 -0.250 -6.791  C10 1.090
14 H -0.217 1.001 -6.636  C10 1.090
15 H 0.487 0.099 -4.270  C11 1.090
16 H 1.219 1.675 -4.280  C11 1.090
17 Cl -8.397 -3.482 3.158  C18 1.774
18 C -8.247 -5.019 2.284  Cl17 1.774, C19 1.559, H21 1.090, H22 1.090
19 C -8.958 -4.861 0.905  C18 1.559, Cl20 1.816, H23 1.090, H24 1.090
20 Cl -8.467 -3.362 0.006  C19 1.816
21 H -8.754 -5.819 2.824  C18 1.090
22 H -7.195 -5.301 2.251  C18 1.090
23 H -10.022 -4.812 1.134  C19 1.090
24 H -8.664 -5.673 0.241  C19 1.090
25 Cl 5.788 6.712 0.360  C26 1.787
26 C 4.855 5.707 -0.787  Cl25 1.787, C27 1.530, H29 1.090, H30 1.090
27 C 5.811 5.217 -1.877  C26 1.530, Cl28 1.767, H31 1.090, H32 1.090
28 Cl 7.194 4.318 -1.243  C27 1.767
29 H 3.986 6.278 -1.113  C26 1.090
30 H 4.469 4.873 -0.201  C26 1.090
31 H 6.029 6.097 -2.483  C27 1.090
32 H 5.318 4.510 -2.544  C27 1.090
33 Cl 3.069 -6.559 2.257  C34 1.705
34 C 4.728 -6.380 2.604  Cl33 1.705, C35 1.524, H37 1.090, H38 1.090
35 C 5.630 -7.275 1.763  C34 1.524, Cl36 1.827, H39 1.090, H40 1.090
36 Cl 5.932 -6.667 0.067  C35 1.827
37 H 4.772 -6.531 3.683  C34 1.090
38 H 4.932 -5.324 2.427  C34 1.090
39 H 5.254 -8.293 1.661  C35 1.090
40 H 6.581 -7.372 2.287  C35 1.090
41 Cl -3.553 -3.208 -4.880  C42 1.780
42 C -4.298 -4.825 -4.858  Cl41 1.780, C43 1.496, H45 1.090, H46 1.090
43 C -3.285 -5.914 -5.022  C42 1.496, Cl44 1.809, H47 1.090, H48 1.090
44 Cl -2.158 -6.015 -3.610  C43 1.809
45 H -5.019 -4.835 -5.675  C42 1.090
46 H -4.858 -4.924 -3.929  C42 1.090
47 H -2.679 -5.780 -5.918  C43 1.090
48 H -3.813 -6.867 -5.064  C43 1.090
49 Cl -7.812 3.619 -6.075  C50 1.760
50 C -6.763 2.540 -5.163  Cl49 1.760, C51 1.475, H53 1.090, H54 1.090
51 C -7.425 2.203 -3.889  C50 1.475, Cl52 1.742, H55 1.090, H56 1.090
52 Cl -7.485 3.605 -2.857  C51 1.742
53 H -5.761 2.965 -5.101  C50 1.090
54 H -6.654 1.632 -5.755  C50 1.090
55 H -6.765 1.473 -3.421  C51 1.090
56 H -8.340 1.648 -4.095  C51 1.090
57 Cl 6.928 -0.302 5.207  C58 1.761
58 C 8.044 0.107 6.508  Cl57 1.761, C59 1.579, H61 1.090, H62 1.090
59 C 9.094 1.184 6.027  C58 1.579, Cl60 1.741, H63 1.090, H64 1.090
60 Cl 10.137 1.584 7.363  C59 1.741
61 H 8.530 -0.815 6.825  C58 1.090
62 H 7.532 0.494 7.389  C58 1.090
63 H 8.707 2.148 5.699  C59 1.090
64 H 9.776 0.761 5.289  C59 1.090
65 N -0.785 1.844 1.341  C66 1.394, C70 1.361
66 C -2.135 1.768 1.005  N65 1.394, C67 1.355, H71 1.080
67 C -2.667 0.548 0.749  C66 1.355, C68 1.414, H72 1.080
68 C -1.925 -0.637 0.539  C67 1.414, C69 1.359, H73 1.080
69 C -0.593 -0.540 0.791  C68 1.359, C70 1.404, H74 1.080
70 C -0.083 0.681 1.259  N65 1.361, C69 1.404, H75 1.080
71 H -2.858 2.570 1.028  C66 1.080
72 H -3.691 0.375 0.450  C67 1.080
73 H -2.420 -1.493 0.104  C68 1.080
74 H 0.079 -1.382 0.710  C69 1.080
75 H 0.955 0.589 1.543  C70 1.080

Properties
SMILES: c1ccncc1.ClCCCl.ClCCCl.ClCCCl.ClCCCl.ClCCCl.ClCCCl.ClCCCl.ClCCCl
Frontier orbital gap (Ha): 0.3591
HOMO level (eV): -9.86
F_max (hartree/bohr): 0.059
ΔE to the lowest compared entry with this formula, charge and spin (eV): 2.5835
2S+1: 1